Density functional theory data (ωB97M-V with the def2-TZVPD basis set) for a 2-piece molecular cluster, C15H12N4 overall in a non-equilibrium geometry.

XYZ file:
```
31
Properties=species:S:1:pos:R:3
N 4.08 1.54 1.40
C 2.95 1.83 1.38
C 1.58 2.19 1.40
C 1.35 3.52 1.86
N 1.22 4.60 2.29
C 0.55 1.30 1.23
C -0.84 1.74 1.32
C -1.29 2.97 0.78
C -2.62 3.36 0.89
C -3.53 2.56 1.61
C -3.09 1.36 2.20
C -1.79 0.93 2.00
H 0.74 0.24 1.08
H -0.58 3.62 0.27
H -2.95 4.30 0.44
H -4.56 2.89 1.73
H -3.78 0.77 2.81
H -1.45 -0.01 2.43
N 0.83 -4.57 -3.49
C 1.01 -3.57 -2.58
C 1.57 -3.84 -1.30
C 1.68 -2.79 -0.38
N 1.25 -1.54 -0.63
C 0.79 -1.26 -1.86
C 0.64 -2.23 -2.86
H 0.41 -4.40 -4.40
H 1.06 -5.53 -3.30
H 1.91 -4.84 -1.02
H 2.12 -2.97 0.61
H 0.51 -0.22 -2.06
H 0.23 -1.95 -3.83
```

Calculated values
- Structure (SMILES): N#CC(C#N)=Cc1ccccc1.Nc1ccncc1
- LUMO: -0.72 eV
- Energy relative to the best compared isomer or geometry (same formula, charge and spin): 1.5784 eV
- HOMO-LUMO gap: 8.1 eV
- E_HOMO: -8.856 eV

Density functional theory data (ωB97M-V with the def2-TZVPD basis set) for C15H12O3S in the gas phase.

XYZ file:
```
31
Properties=species:S:1:pos:R:3
C -6.17 -0.24 0.57
C -5.99 0.50 -0.50
C -4.74 0.52 -1.34
O -3.73 -0.34 -0.83
C -2.90 0.16 0.07
O -2.87 1.31 0.42
C -1.99 -0.95 0.62
O -2.49 -1.94 1.11
C -0.55 -0.74 0.54
C 0.03 0.40 0.13
C 1.44 0.66 0.06
C 1.92 1.93 0.18
S 3.63 2.05 0.19
C 3.78 0.33 -0.03
C 4.96 -0.38 -0.16
C 4.89 -1.74 -0.37
C 3.65 -2.37 -0.48
C 2.48 -1.67 -0.34
C 2.52 -0.30 -0.09
H -7.08 -0.20 1.14
H -5.41 -0.92 0.93
H -6.75 1.18 -0.86
H -4.96 0.16 -2.35
H -4.35 1.54 -1.40
H 0.03 -1.58 0.89
H -0.60 1.25 -0.12
H 1.34 2.82 0.30
H 5.91 0.13 -0.10
H 5.80 -2.31 -0.48
H 3.62 -3.43 -0.67
H 1.53 -2.17 -0.46
```

Calculated values
- Structure (SMILES): C=CCOC(=O)C(=O)/C=C/c1csc2ccccc12
- LUMO: -0.42 eV
- Energy relative to the best compared isomer or geometry (same formula, charge and spin): 0.0000 eV
- HOMO-LUMO gap: 8.0 eV
- E_HOMO: -8.410 eV

Density functional theory data (ωB97M-V with the def2-TZVPD basis set) for C15H13BF3N7RuS as an isolated structure in a non-equilibrium geometry.

XYZ file:
```
41
Properties=species:S:1:pos:R:3
Ru -0.63 0.40 0.37
C -0.87 -2.73 -2.42
C -1.20 -2.25 -1.16
N -1.12 -0.92 -1.16
N -0.70 -0.53 -2.38
C -0.55 -1.60 -3.16
B -0.50 0.96 -2.69
N 0.77 1.41 -1.96
C 1.98 1.73 -2.44
C 2.80 2.09 -1.37
C 2.00 1.95 -0.25
N 0.77 1.57 -0.62
N -1.69 1.73 -2.07
C -2.57 2.53 -2.68
C -3.46 3.01 -1.74
C -3.05 2.43 -0.54
N -1.98 1.66 -0.75
H -0.87 -3.76 -2.75
H -1.51 -2.79 -0.28
H -0.26 -1.51 -4.19
H -0.42 1.16 -3.86
H 2.19 1.71 -3.49
H 3.82 2.41 -1.41
H 2.23 2.14 0.79
H -2.51 2.72 -3.74
H -4.29 3.67 -1.90
H -3.47 2.54 0.45
F 2.45 -3.69 2.10
C 2.72 -2.71 2.97
F 3.73 -1.99 2.47
F 3.15 -3.28 4.10
C 1.51 -1.84 3.22
C 0.98 -1.71 4.48
C -0.14 -0.91 4.69
C -0.69 -0.26 3.61
N -0.17 -0.39 2.38
C 0.90 -1.15 2.16
S 1.35 -1.14 0.50
H 1.44 -2.24 5.31
H -0.58 -0.79 5.67
H -1.56 0.38 3.72
```

Calculated values
- LUMO (alpha / beta): -4.91 / -4.73 eV
- Energy relative to the best compared isomer or geometry (same formula, charge and spin): 1.8966 eV
- HOMO-LUMO gap (alpha / beta): 6.7 / 6.8 eV
- Multiplicity: 2
- Charge: +1
- E_HOMO (alpha / beta): -11.609 / -11.567 eV

Density functional theory data (ωB97M-V with the def2-TZVPD basis set) for C15H13BiBrDyI2O6S as an isolated structure in a non-equilibrium geometry.

XYZ file:
```
40
Properties=species:S:1:pos:R:3
I 4.29 -0.83 -0.39
I 3.92 1.72 -1.17
Dy 0.47 1.54 -0.05
Bi -0.05 -2.60 -0.40
S 0.22 -0.17 -2.06
C -2.14 -2.67 -1.71
C -1.75 -2.06 0.99
C 0.24 -0.04 -3.93
C 1.30 1.01 -4.25
C -1.16 0.36 -4.43
C 0.64 -1.42 -4.47
C -1.52 2.08 1.52
C -1.99 1.46 -0.83
O -2.22 -1.47 1.88
O -3.09 -2.08 -1.97
O -2.41 2.07 2.25
O -3.10 1.29 -1.08
H 1.44 1.10 -5.34
H 2.25 0.73 -3.78
H 1.00 1.99 -3.85
H -1.14 0.40 -5.54
H -1.45 1.35 -4.05
H -1.92 -0.36 -4.11
H 0.74 -1.38 -5.56
H -0.10 -2.18 -4.20
H 1.61 -1.71 -4.04
Br 1.70 2.35 2.46
C 0.90 1.11 3.87
C 0.62 1.65 5.11
C 0.05 0.85 6.12
C -0.22 -0.49 5.85
C 0.08 -1.04 4.61
C 0.63 -0.24 3.59
C 0.77 -0.86 2.24
O 1.04 -2.07 2.09
O 0.47 -0.12 1.20
H 0.84 2.69 5.32
H -0.22 1.29 7.08
H -0.66 -1.13 6.62
H -0.07 -2.09 4.40
```

Calculated values
- LUMO (alpha / beta): -16.26 / -16.25 eV
- HOMO-LUMO gap (alpha / beta): 4.1 / 4.1 eV
- Multiplicity: 6
- Charge: +4
- E_HOMO (alpha / beta): -20.390 / -20.391 eV

Density functional theory data (ωB97M-V with the def2-TZVPD basis set) for C15H13BrCrN4O14P2 as an isolated structure.

XYZ file:
```
50
Properties=species:S:1:pos:R:3
Cr -0.26 0.20 -0.43
C 4.99 0.84 0.70
C 3.93 -0.22 0.61
C 4.19 -1.56 0.89
C 3.17 -2.48 0.79
C 1.91 -2.05 0.41
Br 0.54 -3.33 0.31
N 1.63 -0.78 0.14
C 2.64 0.11 0.24
H 5.74 0.59 1.45
H 4.55 1.81 0.95
H 5.51 0.95 -0.26
H 5.18 -1.87 1.20
H 3.33 -3.53 1.01
H 2.38 1.14 0.04
O -2.53 -2.68 -0.67
P -2.16 -1.78 -1.92
O -2.37 -2.45 -3.21
O -0.76 -1.17 -1.69
O -3.21 -0.55 -1.74
P -2.85 1.01 -1.96
O -2.16 0.97 -3.44
O -4.03 1.87 -1.93
O -1.72 1.33 -0.98
H -2.31 -2.21 0.15
H -2.33 0.12 -3.88
O -2.51 -0.80 2.75
C -1.69 -0.20 2.09
O -1.25 -0.66 0.95
C -1.12 1.10 2.62
C -1.59 1.51 3.85
C -1.09 2.65 4.46
C -0.09 3.39 3.88
C 0.41 2.97 2.67
C -0.11 1.85 1.95
O 0.33 1.60 0.78
N 1.52 3.73 2.12
O 1.51 4.94 2.28
O 2.43 3.13 1.57
N -1.61 3.06 5.76
O -2.50 2.40 6.26
O -1.12 4.05 6.28
H -2.36 0.92 4.32
H 0.31 4.27 4.36
C 0.47 2.44 -4.27
C 0.66 1.71 -3.03
N 0.81 1.16 -2.04
H 0.73 1.80 -5.11
H 1.09 3.34 -4.27
H -0.59 2.70 -4.33
```

Calculated values
- LUMO (alpha / beta): 1.94 / 1.93 eV
- Energy relative to the best compared isomer or geometry (same formula, charge and spin): 0.0000 eV
- HOMO-LUMO gap (alpha / beta): 8.3 / 8.5 eV
- Multiplicity: 4
- Charge: -1
- E_HOMO (alpha / beta): -6.399 / -6.544 eV

Density functional theory data (ωB97M-V with the def2-TZVPD basis set) for C15H13BrN2O3S2 in the gas phase in a non-equilibrium geometry.

XYZ file:
```
36
Properties=species:S:1:pos:R:3
C -2.99 -2.83 1.31
C -2.54 -2.02 -0.01
O -1.27 -1.92 -0.23
C -0.89 -0.80 0.67
O -1.61 -0.12 1.48
C 0.58 -0.50 0.30
O 1.22 -1.41 -0.24
C 2.55 -0.97 -0.53
C 3.65 -1.43 -1.06
C 4.87 -1.08 -1.10
C 4.90 0.34 -0.30
Br 6.84 1.15 -0.15
C 3.91 1.01 0.52
C 2.76 0.15 0.39
C 1.37 0.49 0.85
C 0.99 1.59 1.71
S 0.63 3.16 0.96
C -0.62 2.65 -0.41
N -0.39 1.60 -1.09
N -1.61 1.02 -1.64
C -2.62 1.99 -1.22
C -4.11 1.55 -1.56
S -2.25 3.03 0.07
H -2.85 -2.39 2.10
H -4.14 -3.14 1.21
H -2.43 -3.55 1.27
H -3.07 -0.97 -0.02
H -2.86 -2.59 -0.95
H 3.52 -2.56 -1.65
H 5.67 -1.35 -1.43
H 4.07 1.75 1.22
H 1.72 1.99 2.62
H 0.12 1.49 2.41
H -4.65 1.27 -0.77
H -4.01 0.91 -2.47
H -4.46 2.47 -2.25
```

Calculated values
- Structure (SMILES): CCOC(=O)c1oc2ccc(Br)cc2c1CSc1nnc(C)s1
- LUMO: -0.44 eV
- Energy relative to the best compared isomer or geometry (same formula, charge and spin): 11.7223 eV
- HOMO-LUMO gap: 8.2 eV
- E_HOMO: -8.672 eV